{"formula": "C38H59Cl3NNaO29", "method": "wB97M-V/def2-TZVPD", "homo_ev": -8.91, "fmax_ev_per_a": 3.94, "energy_ha": -5263.1249, "gap_ev": 8.93, "symbols": ["Na", "Cl", "C", "N", "O", "O", "H", "H", "H", "C", "C", "C", "O", "C", "O", "O", "H", "H", "H", "H", "H", "H", "C", "C", "C", "O", "C", "O", "O", "H", "H", "H", "H", "H", "H", "C", "C", "C", "O", "C", "O", "O", "H", "H", "H", "H", "H", "H", "C", "C", "C", "O", "C", "O", "O", "H", "H", "H", "H", "H", "H", "C", "C", "C", "O", "C", "O", "O", "H", "H", "H", "H", "H", "H", "C", "C", "C", "O", "C", "O", "O", "H", "H", "H", "H", "H", "H", "C", "C", "C", "O", "C", "O", "O", "H", "H", "H", "H", "H", "H", "C", "C", "C", "O", "C", "O", "O", "H", "H", "H", "H", "H", "H", "C", "C", "C", "O", "C", "O", "O", "H", "H", "H", "H", "H", "H", "C", "Cl", "Cl", "H", "H"], "coordinates": [[13.2416, 12.1426, 15.2006], [11.2232, 10.3990, 14.8413], [11.3108, 16.6304, 16.7110], [11.5224, 17.0716, 15.2788], [12.5623, 17.6533, 15.0470], [10.6516, 16.9004, 14.4314], [11.8833, 17.3438, 17.3753], [11.8362, 15.6600, 16.6517], [10.1991, 16.5831, 16.8726], [9.5943, 8.1686, 17.1995], [10.9170, 8.2787, 17.8290], [12.0275, 7.8888, 16.8286], [13.0291, 8.8962, 16.9692], [12.5262, 9.9030, 17.6514], [13.2028, 10.8856, 17.8485], [11.3173, 9.6921, 18.1423], [8.7166, 8.3856, 17.8032], [9.4992, 7.1452, 16.8304], [9.6696, 8.8243, 16.3377], [10.9404, 7.8073, 18.8716], [11.6832, 7.9010, 15.8330], [12.4093, 6.8813, 16.9851], [12.5704, 16.5807, 9.8571], [13.7616, 16.2137, 10.6719], [13.8284, 16.8281, 12.0740], [13.7440, 15.6642, 12.9849], [13.6490, 14.5713, 12.2806], [13.5298, 13.4757, 12.7219], [13.7273, 14.7958, 10.9060], [12.3930, 16.0078, 8.9774], [12.6199, 17.5462, 9.4319], [11.7305, 16.5015, 10.6030], [14.7124, 16.3480, 10.1145], [13.0300, 17.5558, 12.1346], [14.7568, 17.3157, 12.2575], [16.0198, 10.5820, 19.8641], [16.9521, 11.6142, 19.2222], [16.4852, 12.3484, 17.9788], [16.9850, 13.7084, 18.2051], [17.2608, 13.9019, 19.5129], [17.5984, 14.9082, 20.0344], [16.9749, 12.7608, 20.1690], [14.9763, 10.8053, 19.6838], [16.2812, 10.4953, 20.9168], [16.1716, 9.6138, 19.3554], [17.9784, 11.1894, 19.2960], [15.3770, 12.2842, 17.8241], [16.9076, 12.0656, 17.0119], [18.1963, 13.0872, 11.2737], [16.9903, 13.3676, 12.1850], [17.4558, 13.1720, 13.5718], [17.9864, 14.5134, 13.8707], [17.3601, 15.3991, 13.1361], [17.4206, 16.5998, 13.3001], [16.6107, 14.7801, 12.1934], [19.1146, 13.5542, 11.6254], [18.0488, 13.6277, 10.2913], [18.4043, 12.0035, 11.0745], [16.1873, 12.7441, 11.8918], [18.3296, 12.5028, 13.6813], [16.5841, 12.8588, 14.2045], [7.7452, 15.3290, 13.0856], [8.4381, 13.9499, 13.2405], [9.4625, 13.6747, 12.1036], [10.7141, 13.9283, 12.7942], [10.5284, 14.0370, 14.0629], [11.3761, 14.1492, 14.9067], [9.1620, 13.9475, 14.4538], [7.0899, 15.3494, 12.2066], [8.5863, 16.0847, 13.0492], [7.2913, 15.5006, 14.0258], [7.6679, 13.1240, 13.2707], [9.4484, 14.2570, 11.1308], [9.4526, 12.5988, 11.8218], [9.9027, 12.4803, 19.3066], [11.0660, 12.9145, 20.0832], [12.2063, 13.5346, 19.2370], [11.7986, 14.8929, 19.1763], [11.1102, 15.1598, 20.3304], [10.8354, 16.2843, 20.6859], [10.6472, 14.0827, 20.9084], [9.4857, 13.3104, 18.6997], [9.1475, 12.1960, 20.0669], [10.2283, 11.6931, 18.6088], [11.3250, 12.1644, 20.8906], [12.2263, 13.1166, 18.2494], [13.1900, 13.4972, 19.7538], [12.3955, 8.6433, 11.7736], [13.0998, 9.6567, 10.8501], [13.1746, 11.0867, 11.3875], [14.5050, 11.0017, 12.0465], [15.1952, 9.9986, 11.4857], [16.3431, 9.8146, 11.7094], [14.4594, 9.2904, 10.6007], [13.1284, 8.5199, 12.5611], [12.2338, 7.6756, 11.2917], [11.4958, 9.0607, 12.1427], [12.5425, 9.6566, 9.8894], [12.4029, 11.2319, 12.1833], [13.1544, 11.9001, 10.6507], [18.2974, 7.4190, 14.8352], [17.2738, 8.2245, 14.0192], [15.8546, 7.6455, 13.8359], [14.9955, 8.7110, 14.1574], [15.6836, 9.7906, 14.5853], [15.3092, 10.7819, 15.1494], [16.9809, 9.4645, 14.5822], [17.8258, 7.3251, 15.8234], [19.1616, 8.1286, 14.7937], [18.5028, 6.5062, 14.3493], [17.7080, 8.4565, 13.0360], [15.6532, 6.7338, 14.4563], [15.7256, 7.3706, 12.7840], [15.2361, 16.8285, 18.7339], [15.0047, 16.8424, 17.2368], [16.2695, 16.6459, 16.3663], [15.9915, 15.4408, 15.6677], [14.8312, 14.8920, 16.0339], [14.5274, 13.7675, 15.7609], [14.1634, 15.6803, 16.9142], [15.8872, 17.6816, 18.9180], [15.8161, 15.9445, 19.0797], [14.3135, 16.8814, 19.3496], [14.4404, 17.6783, 16.7738], [17.1349, 16.4606, 17.0013], [16.3685, 17.4084, 15.5469], [7.3182, 10.6813, 14.9989], [6.9974, 10.4145, 13.3191], [6.4384, 9.5452, 16.0620], [8.3812, 10.5597, 15.1950], [6.8517, 11.6359, 15.2686]], "forces_ev_per_angstrom": [[-0.3, -0.3, -0.2], [-0.1, 0.3, -0.2], [0.1, 0.1, -0.5], [-0.7, 1.2, -0.1], [0.3, -0.2, -0.1], [0.4, -0.2, 0.7], [-0.9, -0.9, -0.8], [-0.7, 0.3, 0.7], [1.4, -0.1, 0.0], [-0.6, 0.1, -0.7], [1.3, 0.4, 2.0], [0.0, -0.5, 1.2], [-0.1, -1.4, -0.1], [1.0, 1.0, 0.3], [-0.5, 0.5, 0.1], [-0.5, -1.0, -0.4], [0.2, 0.2, 0.2], [-0.1, -0.1, 0.0], [-0.5, 0.1, -0.3], [0.3, 0.2, -1.6], [-0.7, 0.4, -1.2], [0.4, 0.1, 0.4], [-1.3, -0.1, 1.7], [1.9, -0.9, -1.0], [-0.1, -0.8, -0.5], [-0.4, 2.3, -0.4], [0.2, -0.6, -1.9], [0.1, -0.6, 0.5], [-0.4, -0.1, 1.9], [0.0, -1.2, -0.3], [0.1, 1.6, 0.2], [0.2, 0.2, -1.2], [-0.5, 0.3, 0.3], [-0.5, -0.2, 1.0], [0.8, 0.2, 0.3], [0.4, -0.3, -1.2], [-0.2, 0.3, 1.9], [0.1, 0.2, -0.8], [-0.3, 0.1, -0.4], [-1.2, -1.6, -0.2], [0.4, 0.7, -0.1], [0.5, -0.6, 0.1], [-0.2, 0.4, 0.3], [-0.2, -0.1, 0.0], [0.1, 0.2, 0.3], [-0.5, 0.5, -0.8], [0.8, 0.5, 0.6], [0.1, -0.3, 0.3], [-0.1, 0.9, -2.1], [2.0, 0.1, -1.1], [0.0, -0.1, 1.6], [0.1, -1.4, 1.0], [-0.6, 1.6, 0.0], [-0.2, -1.3, -0.5], [0.1, -0.4, -0.5], [0.0, -0.1, 0.5], [-0.1, -0.9, 0.7], [-0.5, 0.9, 0.4], [-1.1, -0.2, -0.1], [-0.8, 0.1, -0.1], [1.0, 0.7, 0.1], [2.3, -0.4, -0.4], [-2.2, 0.2, -1.4], [0.2, -0.8, -0.1], [-0.2, 0.1, -1.9], [-1.1, -0.4, 3.8], [0.0, -0.2, -0.6], [2.4, 0.0, -1.6], [0.1, 0.2, 0.4], [-1.0, -0.6, -0.4], [-1.1, 0.4, 0.7], [0.9, 0.8, 0.0], [-0.3, -0.2, 1.5], [0.1, 0.6, 0.2], [-1.2, -0.1, -0.6], [1.1, 0.4, 1.9], [0.0, -0.5, 1.3], [-0.1, 0.4, 0.8], [-1.0, 2.7, -0.6], [0.7, -1.0, -0.4], [0.6, -1.4, -0.2], [0.3, -0.3, 0.3], [0.1, -0.3, -0.9], [-0.6, 0.0, 0.5], [0.2, 0.6, -1.3], [0.2, -0.1, -0.4], [-0.5, -0.2, -0.5], [2.1, 0.2, -0.7], [-2.3, -0.2, -1.6], [0.2, -1.0, 1.5], [-0.9, 0.2, -0.6], [-0.9, 0.7, -0.7], [1.3, -0.4, 0.2], [0.1, 0.3, 0.7], [-0.4, -0.3, 0.8], [0.0, 0.2, -0.1], [-0.9, 0.3, 0.5], [0.7, 0.0, 0.3], [0.7, 0.1, -0.6], [0.2, -0.4, 0.2], [-1.1, 3.1, 0.2], [-0.1, -1.0, -1.5], [0.9, -1.3, -0.5], [-1.3, 1.1, 0.1], [1.1, -1.4, 1.7], [-0.8, -0.2, -1.2], [1.0, 1.6, 0.9], [0.8, -0.3, 0.0], [-0.3, -1.1, 0.7], [0.3, -1.1, -0.4], [-0.2, -0.3, 0.2], [0.0, 1.0, -0.2], [-0.2, 0.0, 0.2], [0.2, 0.1, 0.2], [-1.0, -0.2, -0.7], [-0.7, 0.3, -0.5], [-0.4, -0.9, -0.5], [0.7, 0.7, 1.7], [-0.3, 0.1, -0.4], [1.0, -0.6, -1.0], [-0.1, 0.2, 0.5], [-0.5, 0.5, -0.6], [0.5, 0.2, -0.6], [0.2, -0.1, 1.0], [0.3, 0.3, -0.3], [0.4, -0.4, 1.2], [-0.6, 0.3, 1.1], [-0.1, -0.3, -0.9], [0.0, -0.3, -0.1], [0.0, 0.4, 0.0], [0.8, -0.1, -0.1]], "mulliken_charge": [0.557, -0.857, -0.259, 0.963, -0.571, -0.554, 0.291, -0.195, 0.307, -1.130, 0.390, -0.653, -0.071, 0.457, -0.573, -0.253, 0.451, 0.326, -0.045, 0.214, 0.294, 0.436, -1.430, 0.298, -0.779, 0.178, -0.141, 0.514, -0.452, 0.359, 0.437, 0.187, 0.310, 0.377, 0.375, -1.103, 0.358, 1.350, -0.272, 0.440, -0.584, -0.433, -0.042, 0.457, 0.357, 0.327, -0.636, -0.274, -1.726, 1.122, 1.052, -0.404, 0.634, -0.648, -0.323, 0.387, 0.355, 0.305, -0.257, 0.483, -1.019, -1.336, 0.747, -0.520, -0.033, -0.323, 0.179, -0.189, 0.396, 0.213, 0.390, -0.084, 0.299, 0.215, -1.128, 0.650, 0.521, -0.044, 0.420, -0.621, -0.380, 0.243, 0.421, 0.082, 0.310, -0.416, 0.009, -0.694, 0.141, 0.164, 0.987, -0.224, -0.505, -0.395, -0.159, 0.370, 0.295, 0.413, -0.310, 0.239, -1.558, 0.305, -0.385, -0.380, -0.034, 0.642, -0.333, 0.352, 0.315, 0.424, 0.292, 0.405, 0.250, -1.009, 0.307, -0.783, -0.026, -0.206, -0.395, 0.048, 0.463, -0.060, 0.228, 0.459, 0.307, 0.371, 0.504, -0.184, -0.204, -0.319, 0.199]}